Entry 1:
This record from the OMol25 dataset describes a structure of composition C51H49BrClN6O3P3SSr. The level of theory is ωB97M-V with the def2-TZVPD basis set.

- F_max: 0.5 eV/A
- Energy above the lowest of the compared OMol25 structures with the same formula, charge and spin: 0.618 eV
- Lowest unoccupied orbital energy: 0.0049 Ha

Each line ends with the Löwdin charge.
Cartesian coordinates (Å):
Sr1 0.7032 0.5735 0.7398  0.9575
O1 0.6781 1.0250 3.8609  -0.0914
N1 -0.6871 0.8495 3.8497  -0.0299
C1 -1.0439 -0.2360 4.3894  -0.1597
C2 -2.4721 -0.5492 4.4121  -0.2107
C3 -2.9643 -1.3081 5.4709  -0.0354
C4 -4.3178 -1.5603 5.5897  -0.0780
C5 -5.1949 -1.0543 4.6429  -0.0744
C6 -4.7104 -0.3239 3.5689  -0.0752
C7 -3.3468 -0.0667 3.4222  -0.2898
P1 -2.6912 0.7610 1.9114  1.0941
C8 -2.8893 2.5472 2.2136  -0.3822
C9 -3.2471 3.0986 3.4367  -0.0706
C10 -3.2818 4.4792 3.5968  -0.0736
C11 -2.9626 5.3171 2.5409  -0.0805
C12 -2.6006 4.7753 1.3138  -0.0834
C13 -2.5545 3.4006 1.1592  -0.1326
C14 -4.0957 0.4074 0.7684  -0.4100
C15 -5.0128 1.3326 0.2824  -0.0956
C16 -5.9768 0.9415 -0.6408  -0.0822
C17 -6.0451 -0.3761 -1.0685  -0.0832
C18 -5.1553 -1.3156 -0.5609  -0.0732
C19 -4.1877 -0.9221 0.3483  -0.1193
H1 0.7794 1.8695 3.3723  0.0298
H2 -0.3260 -0.9211 4.8361  0.1321
H3 -2.2702 -1.6871 6.2112  0.1141
H4 -4.6918 -2.1440 6.4208  0.1036
H5 -6.2577 -1.2397 4.7292  0.1036
H6 -5.4033 0.0395 2.8199  0.1055
H7 -3.4919 2.4501 4.2688  0.1043
H8 -3.5521 4.9024 4.5558  0.1022
H9 -2.9734 6.3907 2.6744  0.1026
H10 -2.3369 5.4257 0.4894  0.1030
H11 -2.2456 2.9712 0.2097  0.0953
H12 -4.9723 2.3584 0.6248  0.1012
H13 -6.6819 1.6703 -1.0206  0.1018
H14 -6.7958 -0.6707 -1.7908  0.1009
H15 -5.1992 -2.3463 -0.8869  0.0992
H16 -3.4786 -1.6442 0.7398  0.1004
Br1 2.6843 1.2800 -2.7166  0.8092
C20 1.8227 2.8399 -2.0460  -0.7148
C21 1.7117 3.9578 -2.8480  -0.0987
C22 1.1825 5.1039 -2.2651  -0.0369
C23 0.8432 5.0955 -0.9242  0.0078
C24 0.9875 3.9136 -0.2137  -0.1743
N2 1.4305 2.7864 -0.7861  0.0245
C25 0.7048 3.8594 1.2876  -0.6429
O2 0.7961 4.9169 1.8921  0.0598
O3 0.4561 2.7004 1.7636  -0.2824
H17 2.0451 3.9327 -3.8747  0.1038
H18 1.0745 6.0054 -2.8541  0.1140
H19 0.4934 5.9730 -0.4006  0.1222
S1 4.5944 3.0860 3.9984  1.0823
C26 3.2235 2.7961 2.9727  -0.4402
N3 3.3827 1.9274 2.0334  0.0554
C27 4.6814 1.4384 2.0461  -0.3059
C28 5.2165 0.5456 1.1208  -0.0333
C29 6.5317 0.1517 1.2499  -0.0806
C30 7.3315 0.6433 2.2870  -0.0844
C31 6.8283 1.5518 3.1973  -0.0870
C32 5.5014 1.9491 3.0629  -0.4744
H20 2.3098 3.3453 3.1551  0.0667
H21 4.5873 0.1997 0.3133  0.0453
H22 6.9605 -0.5401 0.5357  0.0975
H23 8.3595 0.3177 2.3709  0.1040
H24 7.4464 1.9489 3.9909  0.1083
C33 -2.3197 0.9709 -2.3020  -0.2567
P2 -1.0190 -0.3174 -2.1806  0.9915
C34 -1.9775 -1.8729 -2.2612  -0.3865
C35 -2.7620 -2.1844 -3.3714  -0.0921
C36 -3.4677 -3.3754 -3.4196  -0.0814
C37 -3.3936 -4.2704 -2.3567  -0.0879
C38 -2.6186 -3.9639 -1.2483  -0.0744
C39 -1.9117 -2.7679 -1.1986  -0.1338
C40 -0.3335 -0.2673 -3.8807  -0.4198
C41 -0.3596 0.8992 -4.6412  -0.1263
C42 0.2549 0.9502 -5.8858  -0.0893
C43 0.9134 -0.1633 -6.3843  -0.0881
C44 0.9364 -1.3353 -5.6390  -0.0770
C45 0.3141 -1.3888 -4.4016  -0.1150
H25 -1.8619 1.9619 -2.2642  0.0327
H26 -2.9752 0.8659 -1.4411  0.0085
H27 -2.9081 0.8827 -3.2161  0.0557
H28 -2.8071 -1.4995 -4.2109  0.1094
H29 -4.0708 -3.6100 -4.2874  0.1028
H30 -3.9411 -5.2035 -2.3962  0.1030
H31 -2.5597 -4.6529 -0.4154  0.1104
H32 -1.3245 -2.5276 -0.3174  0.0108
H33 -0.8601 1.7825 -4.2635  0.0914
H34 0.2210 1.8648 -6.4640  0.1035
H35 1.3970 -0.1220 -7.3512  0.1023
H36 1.4336 -2.2151 -6.0274  0.1050
H37 0.3109 -2.3165 -3.8410  0.0954
C46 5.1049 -3.9419 -0.5159  -0.1944
N4 4.0015 -4.1440 0.4154  -0.1508
C47 2.9281 -4.8559 -0.2779  -0.1835
N5 2.4809 -4.1970 -1.5045  -0.1438
C48 3.6338 -3.9972 -2.3742  -0.1950
N6 4.7259 -3.2538 -1.7487  -0.1510
C49 4.3438 -1.8673 -1.4891  -0.3441
P3 2.8913 -1.6958 -0.3188  0.9148
C50 3.5299 -2.8787 0.9763  -0.3302
C51 1.8128 -2.9334 -1.2021  -0.3509
H38 5.5052 -4.9216 -0.7871  0.1245
H39 5.8930 -3.3722 -0.0176  0.1228
H40 2.0787 -4.9619 0.3982  0.1301
H41 3.2996 -5.8484 -0.5428  0.1246
H42 3.3157 -3.4664 -3.2749  0.1222
H43 4.0169 -4.9784 -2.6636  0.1247
H44 4.0869 -1.3869 -2.4372  0.0554
H45 5.2073 -1.3351 -1.0823  0.0668
H46 2.7110 -3.0642 1.6739  0.0417
H47 4.3433 -2.4033 1.5301  0.0832
H48 1.4599 -2.4778 -2.1314  0.0533
H49 0.9476 -3.1248 -0.5669  0.0277
Cl1 0.1385 -1.9648 1.7580  -0.2074

Entry 2:
This record from the OMol25 dataset describes a structure of composition C51H49IrN4O2PS2 at a distorted geometry. The level of theory is ωB97M-V with the def2-TZVPD basis set.

- F_max: 2.1 eV/A
- Lowest unoccupied orbital energy (alpha / beta): -0.2918 / -0.2646 Ha
- Multiplicity: 2
- <S²>: 1.07
- Net charge: +2

Each line ends with the Löwdin spin population.
Cartesian coordinates (Å):
Ir1 -0.1621 -0.0563 -0.1393  1.2460
S1 2.1344 -0.7281 1.4068  -0.3273
C1 2.7234 -0.4354 -0.1518  -0.0283
N1 1.8874 -0.4162 -1.1761  0.0606
C2 2.5369 -0.3107 -2.3674  0.0052
C3 1.9748 -0.3811 -3.6430  -0.0012
C4 2.7984 -0.2709 -4.7393  -0.0017
C5 4.1746 -0.0830 -4.5957  -0.0036
C6 4.7538 -0.0183 -3.3457  0.0003
C7 3.9383 -0.1569 -2.2365  -0.0032
S2 4.4076 -0.2119 -0.5594  -0.0084
H1 0.9134 -0.5266 -3.7441  -0.0001
H2 2.3697 -0.3102 -5.7270  -0.0001
H3 4.7940 0.0086 -5.4711  -0.0002
H4 5.8136 0.1272 -3.2316  0.0004
C8 -3.6994 2.0266 1.3951  -0.0002
C9 -2.9413 3.2326 1.8503  -0.0037
C10 -3.6287 4.3910 2.1910  0.0003
C11 -2.9673 5.5017 2.6839  -0.0047
C12 -1.5868 5.4805 2.8137  -0.0003
C13 -0.8781 4.3492 2.4585  -0.0052
C14 -1.5497 3.2132 2.0000  -0.0094
P1 -0.6738 1.6372 1.7112  -0.0270
C15 1.0274 2.0000 2.2558  0.0055
C16 1.5435 1.4920 3.4505  0.0030
C17 2.8705 1.7019 3.7799  -0.0001
C18 3.6822 2.4364 2.9322  0.0035
C19 3.1670 2.9584 1.7543  0.0000
C20 1.8508 2.7297 1.3842  0.0042
C21 1.3225 3.2192 0.0695  0.0059
C22 -1.3897 0.5793 3.0064  -0.0048
C23 -1.8353 1.1247 4.2064  -0.0020
C24 -2.2976 0.3014 5.2172  -0.0011
C25 -2.2536 -1.0746 5.0483  -0.0013
C26 -1.8096 -1.6203 3.8609  -0.0008
C27 -1.4239 -0.8051 2.7899  0.0001
C28 -1.1424 -1.4197 1.4833  -0.0151
H5 -4.5469 2.3194 0.7799  -0.0001
H6 -4.0963 1.4989 2.2626  -0.0001
H7 -3.0636 1.3331 0.8366  0.0007
H8 -4.7012 4.4117 2.0741  0.0001
H9 -3.5273 6.3770 2.9746  -0.0003
H10 -1.0639 6.3422 3.1980  0.0000
H11 0.1959 4.3430 2.5705  -0.0003
H12 0.9045 0.9228 4.1099  0.0001
H13 3.2702 1.2740 4.6855  0.0000
H14 4.7191 2.5971 3.1806  0.0003
H15 3.7990 3.5433 1.1028  -0.0001
H16 2.0031 3.9352 -0.3814  0.0003
H17 0.3528 3.7040 0.1885  0.0001
H18 1.1984 2.3775 -0.6205  0.0040
H19 -1.8194 2.1957 4.3394  0.0000
H20 -2.6823 0.7400 6.1244  -0.0001
H21 -2.5822 -1.7196 5.8462  -0.0001
H22 -1.8038 -2.6927 3.7381  0.0000
H23 -2.0669 -1.5784 0.9168  0.0019
H24 -0.6231 -2.3689 1.6073  0.0016
C29 -2.9891 5.4994 -6.5220  0.0000
C30 -2.5865 4.7751 -5.2854  0.0001
C31 -1.5126 3.8915 -5.2785  0.0001
C32 -1.1700 3.1650 -4.1537  0.0000
C33 0.0024 2.2424 -4.2452  0.0002
C34 -1.9333 3.3208 -2.9664  0.0017
C35 -1.7364 2.4862 -1.8238  0.0030
O1 -1.0220 1.4751 -1.7634  0.0380
C36 -2.9720 4.2972 -2.9323  0.0004
C37 -3.7529 4.5898 -1.6853  0.0001
C38 -3.2770 4.9857 -4.0881  0.0001
H25 -2.2618 5.3755 -7.3199  0.0000
H26 -3.1157 6.5597 -6.3132  0.0000
H27 -3.9508 5.1287 -6.8790  0.0000
H28 -0.9249 3.7537 -6.1748  0.0000
H29 0.6885 2.5853 -5.0168  0.0000
H30 -0.3381 1.2443 -4.5176  0.0000
H31 0.5420 2.1670 -3.3057  0.0000
H32 -2.3250 2.7718 -0.9440  0.0004
H33 -4.3374 3.7246 -1.3752  0.0000
H34 -4.4411 5.4154 -1.8526  0.0000
H35 -3.0874 4.8683 -0.8686  0.0000
H36 -4.0778 5.7117 -4.0760  0.0000
C39 4.1820 -3.5686 -6.1372  -0.0001
C40 3.0022 -4.2837 -5.5814  0.0000
C41 2.1437 -5.0152 -6.4041  0.0000
C42 1.0526 -5.6721 -5.8846  0.0000
C43 0.7704 -5.6201 -4.5110  -0.0001
N2 -0.3194 -6.3397 -4.0515  0.0000
C44 -0.8334 -6.4540 -2.7690  0.0001
O2 -1.2814 -7.4860 -2.3543  0.0002
N3 -0.7938 -5.3021 -1.9900  0.0008
C45 -0.9874 -3.9898 -2.3801  0.0018
C46 -1.5063 -3.6090 -3.6210  -0.0029
C47 -1.7043 -2.2642 -3.8701  0.0025
C48 -1.4031 -1.3354 -2.8856  0.0035
N4 -0.9135 -1.6930 -1.7032  0.0533
C49 -0.7023 -2.9769 -1.4569  0.0026
C50 1.6333 -4.8931 -3.6776  0.0000
C51 2.7247 -4.2446 -4.2113  0.0000
H37 4.2897 -3.7545 -7.2011  0.0000
H38 5.0948 -3.8822 -5.6329  0.0000
H39 4.0785 -2.4957 -5.9731  -0.0001
H40 2.3506 -5.0755 -7.4614  0.0000
H41 0.4066 -6.2382 -6.5380  0.0000
H42 -0.6018 -7.1151 -4.6436  0.0000
H43 -0.9163 -5.4901 -1.0018  0.0000
H44 -1.7923 -4.3435 -4.3578  -0.0001
H45 -2.1132 -1.9389 -4.8132  0.0004
H46 -1.5766 -0.2794 -3.0267  0.0004
H47 -0.3010 -3.2416 -0.4880  0.0003
H48 1.4814 -4.8762 -2.6103  0.0000
H49 3.4014 -3.7154 -3.5560  0.0000

Entry 3:
This record from the OMol25 dataset describes a cluster of 10 separate species, C51H49N3O17 in total at a distorted geometry. The level of theory is ωB97M-V with the def2-TZVPD basis set.

- F_max: 4.8 eV/A
- Lowest unoccupied orbital energy: -0.0585 Ha
- SMILES: O=C1C=CC(=O)C=C1.O=C1C=CC(=O)C=C1.O=C1C=CC(=O)C=C1.O=C1C=CC(=O)C=C1.O=C1C=CC(=O)C=C1.O=C1C=CC(=O)C=C1.O=C1C=CC(=O)C=C1.CNC(C)=O.CNC(C)=O.CNC(C)=O

Each line ends with the Löwdin charge.
Cartesian coordinates (Å):
C1 2.3252 -2.4887 -5.8237  0.0213
C2 1.3401 -1.7817 -4.9664  -0.5267
O1 1.0012 -2.1186 -3.8269  -0.0070
N1 0.8465 -0.6589 -5.5364  0.0173
C3 -0.0037 0.3384 -4.9444  -0.0452
H1 3.3260 -2.2737 -5.5868  0.0581
H2 2.2994 -2.0692 -6.8101  0.0744
H3 2.1327 -3.5471 -5.8691  0.0955
H4 1.1839 -0.4200 -6.4392  0.1204
H5 -0.4519 -0.1533 -4.0809  0.0749
H6 -0.8282 0.4880 -5.6353  0.0690
H7 0.4319 1.3080 -4.8384  0.0827
C4 2.5172 -2.5661 0.4745  0.0215
C5 3.9737 -3.0550 0.6976  -0.5174
O2 4.4718 -3.0141 1.8263  0.0373
N2 4.5608 -3.5278 -0.4042  0.0211
C6 5.9580 -3.9879 -0.3755  -0.0518
H8 1.9381 -3.3501 0.0464  0.0677
H9 2.4811 -1.6770 -0.2512  0.0899
H10 2.0410 -2.2093 1.4025  0.0570
H11 4.1026 -3.4140 -1.2923  0.1274
H12 6.7058 -3.3090 0.0123  0.0837
H13 6.2737 -4.3081 -1.3684  0.0838
H14 5.9236 -4.8697 0.2059  0.0682
C7 -6.7810 1.7503 1.6902  0.0201
C8 -5.8685 0.6490 1.3496  -0.5224
O3 -5.2896 0.5947 0.2930  0.0195
N3 -5.7434 -0.3705 2.2723  0.0332
C9 -4.7309 -1.3832 2.1467  -0.0645
H15 -6.7805 2.1400 2.6589  0.0656
H16 -7.7989 1.5002 1.5274  0.0808
H17 -6.6028 2.5091 0.8880  0.1102
H18 -6.0419 -0.2407 3.1679  0.0870
H19 -4.3978 -1.6195 3.1153  0.0601
H20 -3.8365 -0.9893 1.6351  0.0719
H21 -5.2072 -2.3135 1.6668  0.1216
C10 -4.3962 0.8167 6.3532  0.0270
C11 -3.7613 -0.3198 6.4957  -0.0045
C12 -2.4299 -0.4913 7.0889  -0.3929
O4 -1.9257 -1.5857 7.1835  0.1124
C13 -1.6716 0.7297 7.4224  0.0398
C14 -2.2683 1.9099 7.2045  0.0239
C15 -3.6232 2.0652 6.6831  -0.3914
O5 -4.0968 3.1476 6.4564  0.1157
H22 -5.4347 0.9825 6.0084  0.1320
H23 -4.2159 -1.2185 6.2114  0.1022
H24 -0.6234 0.6942 7.6980  0.1257
H25 -1.6462 2.7365 7.2311  0.1003
C16 2.7518 5.1324 0.8769  0.0240
C17 3.7840 5.7322 0.3012  -0.0063
C18 5.1170 5.0677 -0.0106  -0.3877
O6 5.9600 5.6984 -0.6547  0.0840
C19 5.3024 3.6980 0.3970  -0.0158
C20 4.3360 3.0471 1.0970  0.0360
C21 3.0722 3.7411 1.5030  -0.3828
O7 2.3189 3.2146 2.2605  0.1006
H26 1.6989 5.5361 1.0560  0.1408
H27 3.6803 6.7604 -0.1696  0.1379
H28 6.1834 3.1340 0.0901  0.1255
H29 4.4150 2.0547 1.5258  0.1038
C22 -2.8077 -2.3343 -4.0291  0.0219
C23 -1.9655 -2.2078 -3.0115  0.0343
C24 -2.4387 -1.7834 -1.6535  -0.3294
O8 -1.7414 -1.5865 -0.6715  0.1048
C25 -3.8856 -1.5089 -1.5541  0.0348
C26 -4.7342 -1.8970 -2.5185  0.0146
C27 -4.2680 -2.3351 -3.8081  -0.4142
O9 -5.0684 -2.6613 -4.6668  0.0973
H30 -2.5176 -2.4697 -5.0784  0.1326
H31 -0.9031 -2.1482 -3.2489  0.0771
H32 -4.2621 -1.0402 -0.6688  0.0729
H33 -5.8131 -1.7224 -2.3860  0.1320
C28 -4.2397 1.9769 -3.2971  0.0458
C29 -5.3578 1.7182 -2.5899  0.0254
C30 -6.4610 0.9722 -3.2246  -0.3598
O10 -7.4396 0.7006 -2.5207  0.0817
C31 -6.3986 0.6771 -4.7120  0.0221
C32 -5.3480 1.0796 -5.3853  -0.0194
C33 -4.1386 1.5684 -4.7309  -0.3912
O11 -3.1326 1.5655 -5.4042  0.0934
H34 -3.3340 2.4829 -3.0080  0.1102
H35 -5.3756 1.8721 -1.5438  0.0808
H36 -7.3023 0.2436 -5.2894  0.1587
H37 -5.3313 0.9945 -6.4543  0.1215
C34 5.3851 -0.8478 3.7929  0.0328
C35 4.1002 -0.6608 3.4231  0.0080
C36 3.0180 -1.4675 4.0739  -0.3836
O12 1.8497 -1.2103 3.7620  0.0401
C37 3.2427 -2.5286 5.0472  0.0266
C38 4.5278 -2.6987 5.3790  0.0334
C39 5.6801 -2.0113 4.7251  -0.4155
O13 6.7799 -2.3839 4.8377  0.1437
H38 6.1653 -0.2747 3.3770  0.0989
H39 3.7010 0.0217 2.6247  0.1244
H40 2.3427 -3.0922 5.4271  0.1490
H41 4.9488 -3.2718 6.1694  0.1099
C40 5.8202 1.4786 -2.8872  0.0102
C41 6.0935 0.2524 -3.2810  0.0089
C42 5.0043 -0.7929 -3.4355  -0.3726
O14 5.3479 -1.8896 -3.7926  0.0893
C43 3.6261 -0.4280 -2.9390  0.0545
C44 3.4434 0.7692 -2.2891  0.0538
C45 4.4587 1.8610 -2.3846  -0.3683
O15 4.1862 2.9772 -2.0073  0.0999
H42 6.6167 2.2649 -2.8106  0.1389
H43 7.0713 -0.1752 -3.5412  0.1272
H44 2.8462 -1.1311 -2.9611  0.0705
H45 2.4629 1.0786 -2.0226  0.0779
C46 -2.3243 1.4178 0.7311  0.0271
C47 -1.3209 1.3665 -0.1703  0.0344
C48 -0.0625 0.5964 0.1318  -0.3568
O16 0.8640 0.4838 -0.6785  0.0569
C49 0.1296 0.0411 1.4744  0.0228
C50 -0.8137 0.2731 2.3771  0.0152
C51 -2.0690 0.9491 2.1245  -0.3988
O17 -2.7649 1.3428 3.0390  0.0980
H46 -3.2308 1.9791 0.5294  0.1100
H47 -1.2949 1.8933 -1.1090  0.1098
H48 1.0857 -0.2361 1.9600  0.0989
H49 -0.6504 0.0515 3.4217  0.1202